No. 1
C32H34CoN6OS3 as an isolated structure, computed with ωB97M-V/def2-TZVPD.

Charge: -2
HOMO level (spin up / spin down) (eV): -1.160 / -1.236
Multiplicity: 2

XYZ file:
```
77
Properties=species:S:1:pos:R:3:forces:R:3
Co 0.0986 0.6719 -0.5980 -0.3 -0.2 -0.4
S 2.5028 0.5050 1.9945 0.2 0.2 -0.3
C 1.2384 1.6379 2.1205 -0.1 0.1 0.1
C 1.1515 2.4709 3.2774 0.0 0.0 0.0
C 0.0897 3.3044 3.4844 0.0 0.0 0.0
C -0.9411 3.3376 2.5379 0.0 0.0 0.0
C -0.7999 2.5432 1.4263 0.0 0.1 -0.1
N 0.2476 1.7362 1.1846 0.2 0.0 0.0
H 1.9568 2.3930 3.9939 0.0 0.0 0.0
H 0.0445 3.9201 4.3773 0.0 0.0 0.0
H -1.8136 3.9671 2.6478 0.0 0.0 0.0
H -1.5626 2.5447 0.6559 0.0 0.0 0.1
S -1.9394 1.8274 -1.6278 -0.1 0.0 0.0
C -2.0341 0.3718 -2.5391 -0.1 0.0 0.1
S -0.6568 -0.6355 -2.4891 0.1 0.2 0.2
C -3.2139 0.0192 -3.2254 0.0 -0.1 0.1
C -3.3364 -1.1927 -3.9576 0.0 0.0 0.0
N -3.4896 -2.1632 -4.5667 0.0 0.0 0.0
C -4.3920 0.8073 -3.1531 0.0 0.1 -0.1
N -5.3786 1.4124 -3.1238 0.0 -0.1 0.1
C -4.1593 -1.0324 3.8119 0.0 0.0 0.0
N -3.7035 -1.5705 2.5312 0.0 0.0 -0.1
N -2.3499 -1.2788 2.2972 -0.3 0.0 0.1
C -2.1797 -0.7676 1.0219 0.0 0.0 0.1
O -1.0678 -0.5723 0.5655 0.1 0.1 -0.2
C -3.5152 -0.6304 0.4734 0.1 0.0 0.0
C -4.3743 -1.0886 1.3952 0.0 0.0 0.1
C -5.8615 -1.1175 1.3456 0.0 0.0 0.0
C -1.3349 -1.9290 3.0305 0.2 0.0 0.2
C -0.0660 -1.3545 3.0626 -0.1 0.0 0.0
C 0.9471 -1.9899 3.7627 0.0 -0.1 0.0
C 0.7017 -3.1729 4.4474 -0.1 0.0 0.0
C -0.5682 -3.7325 4.4158 0.0 0.0 0.0
C -1.5889 -3.1220 3.7009 0.0 0.0 0.0
H -3.5399 -1.4397 4.6085 0.0 0.0 0.0
H -5.1879 -1.3479 3.9751 0.0 0.0 0.0
H -4.0964 0.0611 3.8306 0.0 0.0 0.0
H -3.7295 -0.2526 -0.5100 0.0 0.0 -0.1
H -6.1874 -0.8946 0.3314 0.0 0.0 0.0
H -6.2936 -0.3669 2.0117 0.0 0.0 0.0
H -6.2455 -2.0963 1.6386 0.0 0.0 0.0
H 0.1434 -0.4353 2.5254 -0.1 -0.3 0.2
H 1.9304 -1.5371 3.7553 0.0 0.0 0.0
H 1.4980 -3.6615 4.9949 0.0 0.0 0.0
H -0.7669 -4.6623 4.9348 0.0 0.0 0.0
H -2.5709 -3.5705 3.6405 0.0 0.0 0.0
C 2.5828 -3.4950 -0.9167 0.0 0.0 0.0
C 2.8568 -2.2303 -1.6907 0.0 0.0 0.0
C 3.7025 -2.2406 -2.8035 0.0 0.0 0.0
C 3.9092 -1.0569 -3.4996 0.0 0.0 0.0
C 4.8010 -1.0375 -4.7183 0.0 0.0 0.0
C 3.2877 0.1192 -3.1028 0.0 0.0 0.0
C 2.4268 0.1817 -1.9759 0.0 0.0 -0.1
C 2.2621 -1.0548 -1.2918 0.1 0.0 0.0
N 1.7240 1.2515 -1.5267 0.2 0.0 0.2
C 1.9922 2.6039 -2.0133 0.0 0.0 0.0
C 1.4107 2.8267 -3.4206 0.0 0.0 0.0
C 1.2989 3.5992 -1.0760 0.0 0.0 0.0
C 3.4876 2.9719 -1.9418 0.0 0.0 0.0
H 3.2914 -4.2831 -1.1820 0.0 0.0 0.0
H 1.5743 -3.8633 -1.1220 0.0 0.0 0.0
H 2.6505 -3.3153 0.1586 0.0 0.0 0.0
H 4.1821 -3.1608 -3.1241 0.0 0.0 0.0
H 5.1655 -2.0395 -4.9533 0.0 0.0 0.0
H 5.6693 -0.3902 -4.5653 0.0 0.0 0.0
H 4.2645 -0.6608 -5.5930 0.0 0.0 0.0
H 3.4482 0.9913 -3.7184 0.0 0.0 0.0
H 1.6796 -1.0635 -0.3755 0.0 0.0 0.0
H 0.3398 2.6153 -3.3934 0.0 0.0 0.0
H 1.8611 2.1698 -4.1660 0.0 0.0 0.0
H 1.5570 3.8648 -3.7407 0.0 0.0 0.0
H 0.2261 3.4143 -1.0423 0.0 0.0 0.0
H 1.4634 4.6184 -1.4391 0.0 0.0 0.0
H 1.7062 3.5161 -0.0670 0.0 0.0 0.0
H 4.1115 2.4483 -2.6589 0.0 0.0 0.0
H 3.8561 2.7371 -0.9405 0.0 0.0 0.0
H 3.6059 4.0461 -2.1175 0.0 0.0 0.0
```
Positions in Å, forces in eV/Å.

---

No. 2
A 7-piece molecular cluster, C40H80BCl2N4O10S6 overall in a non-equilibrium geometry, computed with ωB97M-V/def2-TZVPD.

Charge: +1
HOMO level (eV): -10.277

XYZ file:
```
143
Properties=species:S:1:pos:R:3:forces:R:3
C -2.6085 4.4446 7.2308 0.5 -0.2 0.4
C -3.4909 3.0817 6.9904 0.0 0.0 0.4
C -3.7798 2.7636 5.3739 0.4 -0.8 1.8
C -2.3776 2.1528 4.7830 0.1 -0.1 0.4
C -2.3302 1.9819 3.1497 0.2 -0.4 0.6
C -0.9680 2.6929 2.4892 -1.1 0.6 -0.7
C 0.0659 1.5986 1.8179 1.3 0.1 2.0
N 0.8348 0.8054 2.6706 -1.2 1.5 -2.4
B 0.9251 0.7935 4.1911 -0.5 1.2 3.4
O 0.4692 -0.3276 5.0587 3.3 2.8 -1.7
O 1.4743 2.0403 4.8217 0.5 -3.4 -1.5
C 2.9655 1.9806 4.6994 1.2 0.2 0.1
C 1.7258 -0.2138 1.9295 -1.7 -1.2 -0.1
O 0.8510 -1.4193 1.9962 2.1 0.8 -0.1
C 1.4780 -2.4934 2.7813 0.1 -2.2 0.6
C 2.6333 -3.3500 1.9944 1.2 -0.1 1.2
C 3.7314 -3.8136 3.1678 -0.6 -0.2 0.6
C 2.0732 -4.6939 1.2335 -0.1 0.5 -0.8
C 1.6646 -5.9313 2.2284 -0.7 -0.4 -0.7
C 3.1806 -5.1977 0.0882 -0.7 0.5 0.4
C 1.8630 0.5802 0.4871 0.2 -1.0 -2.0
N 2.7037 1.8675 0.6206 6.6 -2.8 3.9
C 3.8825 1.6132 1.2750 0.7 -1.4 3.9
O 4.8729 1.3376 2.1572 -7.7 2.5 -7.5
C 2.4839 -0.3518 -0.7557 0.5 -3.1 -2.5
C 1.8926 -1.8921 -1.0377 4.4 2.7 -3.3
C 2.6852 -2.6021 -2.3129 0.1 1.6 1.0
C 3.8790 -1.9376 -3.1949 -2.2 2.1 3.2
N 4.3270 -0.5446 -2.9140 -4.1 -2.7 3.1
C 3.6500 0.1437 -1.7792 -1.0 -1.2 0.5
C 0.3617 1.2632 0.2058 0.5 0.8 2.0
C -0.8975 0.2533 -0.1255 -1.2 0.0 -0.8
N -1.9654 0.9818 -0.9661 -0.2 -1.9 0.6
C -3.3444 0.8076 -0.3686 -1.8 0.3 -0.8
C 0.5289 2.6221 -0.7517 -0.2 -1.2 -4.6
Cl 0.6558 4.3639 -0.0517 -0.2 -2.9 -0.8
C 0.5728 2.5531 -2.2671 0.0 1.7 3.9
C 0.7708 3.9672 -3.1366 0.0 -0.4 0.6
Cl 0.4567 0.9650 -3.2141 0.1 2.3 1.6
H -1.4899 4.1624 7.5334 -2.4 0.6 -0.8
H -2.5752 5.0725 6.2350 -0.1 -1.0 2.2
H -3.0221 5.0723 8.1580 0.8 -1.3 -2.3
H -2.8828 2.1943 7.4892 -1.4 1.6 -1.2
H -4.5063 3.1642 7.6019 2.1 -0.2 -1.5
H -4.1396 3.7593 4.8723 0.7 -2.1 0.7
H -4.6130 1.9136 5.3841 1.7 2.0 -0.4
H -2.1961 1.0770 5.2561 -0.5 2.3 -0.8
H -1.5051 2.8458 5.1926 -1.7 -1.4 -1.0
H -3.3124 2.4761 2.7073 2.2 -1.1 0.7
H -2.2823 0.8200 2.9234 -0.4 2.4 0.3
H -0.4673 3.3761 3.3188 -0.5 -1.8 -1.8
H -1.4018 3.4603 1.6842 1.5 -2.0 1.4
H 1.1917 -0.3699 5.7786 -1.9 0.2 -1.1
H 3.4896 2.0279 5.7669 -1.4 -0.1 -2.2
H 3.3837 2.9049 4.0723 -1.1 -2.2 1.2
H 3.2772 0.9485 4.2122 -0.3 2.2 0.8
H 2.6877 -0.6023 2.4707 -1.4 1.8 -1.0
H 1.9074 -2.1261 3.8202 -0.9 -0.3 -2.2
H 0.6171 -3.2724 3.0553 1.7 1.9 -0.7
H 3.2577 -2.6252 1.2813 -1.6 -1.6 1.2
H 4.3702 -2.9018 3.5477 -1.1 -1.8 -0.9
H 4.4181 -4.6979 2.8148 -1.3 1.9 0.5
H 3.1538 -4.2210 4.1288 1.2 0.9 -2.1
H 1.0827 -4.3870 0.6450 2.1 -0.5 1.2
H 2.3653 -6.8517 1.9621 -1.5 2.0 1.0
H 1.6627 -5.6741 3.3705 0.2 -0.5 -2.3
H 0.5552 -6.2639 1.9640 2.4 0.6 0.6
H 3.8246 -4.2557 -0.2259 -1.2 -2.2 0.6
H 3.8501 -6.0881 0.5024 -1.4 2.0 -1.0
H 2.5545 -5.5410 -0.8441 1.5 0.4 1.8
H 1.0320 -2.3875 -0.4197 2.0 1.0 -1.4
H 2.3656 -3.7126 -2.5934 0.8 2.7 0.6
H 4.4073 -2.5246 -4.0901 -1.4 1.3 2.3
H 4.0278 1.2610 -1.5798 -0.9 -2.8 -0.7
H -1.4219 -0.0307 0.8887 1.3 0.2 -1.9
H -0.6116 -0.6991 -0.7423 0.1 1.8 1.6
H -2.0155 0.4683 -1.8972 0.3 1.1 1.6
H -3.4737 1.2630 0.7091 0.6 -1.1 -2.1
H -4.0863 1.4289 -1.0658 1.5 -1.3 1.5
H -3.7454 -0.3148 -0.4351 0.9 2.3 0.5
H 1.7224 4.5147 -2.6791 -2.1 -1.1 -1.2
H 0.8770 3.7653 -4.2846 0.0 0.2 2.4
H -0.1578 4.6938 -3.0014 1.9 -1.7 0.0
C -7.5153 4.7442 0.0040 0.0 0.1 0.0
S -5.9984 3.7683 0.1476 -0.1 0.1 0.0
O -5.3946 4.0690 1.4877 0.0 0.0 -0.3
C -5.0594 4.6902 -1.0922 0.1 0.1 0.0
H -8.2418 4.3636 0.7254 0.2 0.0 -0.1
H -7.3067 5.7947 0.2206 0.1 -0.1 0.0
H -7.9218 4.6423 -1.0052 0.1 -0.1 0.1
H -4.9985 5.7440 -0.8092 0.0 -0.1 0.1
H -5.5423 4.5901 -2.0672 0.0 -0.1 0.1
H -4.0512 4.2717 -1.1448 -0.1 0.0 0.1
C 4.9816 6.1848 -3.4799 0.0 0.0 -0.1
S 3.7778 7.1873 -2.5745 -0.2 0.0 -0.2
O 2.4374 6.9653 -3.2107 0.6 0.0 0.2
C 4.3935 8.7883 -3.1458 0.0 0.1 -0.1
H 4.7613 5.1305 -3.2980 -0.1 0.2 0.0
H 4.9098 6.3897 -4.5508 -0.1 0.0 0.1
H 5.9888 6.4098 -3.1211 -0.1 0.0 0.0
H 4.3568 8.8364 -4.2370 0.0 -0.1 0.1
H 5.4191 8.9323 -2.7976 -0.1 -0.1 0.0
H 3.7576 9.5729 -2.7282 0.0 -0.2 0.0
C 4.4789 -3.7858 -7.7901 0.0 0.1 0.0
S 3.6616 -5.1043 -6.8588 0.2 0.0 0.0
O 3.7850 -4.7696 -5.4016 0.1 0.1 -0.3
C 4.8827 -6.3854 -7.2287 0.1 -0.1 0.0
H 3.9016 -2.8666 -7.6686 0.0 -0.2 0.1
H 5.4912 -3.6302 -7.4092 -0.1 -0.1 0.0
H 4.5130 -4.0528 -8.8492 -0.1 -0.1 0.1
H 5.8706 -6.0731 -6.8812 -0.1 0.1 0.0
H 4.9044 -6.5715 -8.3052 -0.1 0.1 0.0
H 4.5907 -7.3021 -6.7104 -0.1 0.2 0.0
C 2.7537 -9.0868 -10.8391 0.0 0.0 0.1
S 3.2608 -7.6288 -11.7830 0.1 0.2 0.2
O 4.1025 -6.7774 -10.8790 -0.4 -0.3 -0.1
C 1.6195 -6.8754 -11.8682 -0.1 0.1 0.1
H 3.6392 -9.6929 -10.6353 -0.1 0.2 -0.1
H 2.2990 -8.7814 -9.8936 0.0 0.1 -0.1
H 2.0425 -9.6733 -11.4257 0.1 0.1 0.0
H 1.2333 -6.7029 -10.8605 0.1 0.0 0.0
H 0.9434 -7.5307 -12.4226 0.1 0.0 0.0
H 1.7039 -5.9194 -12.3910 0.1 -0.2 0.1
C -10.1536 1.5213 -0.5335 0.0 0.1 0.1
S -9.3656 1.1399 -2.1170 0.2 0.3 0.0
O -8.2502 2.1238 -2.3135 -0.5 -0.2 0.1
C -10.7492 1.6712 -3.1524 0.0 0.1 -0.1
H -9.4457 1.2992 0.2682 0.0 0.0 -0.2
H -10.4237 2.5793 -0.4947 0.0 -0.1 -0.1
H -11.0447 0.9012 -0.4096 0.1 0.0 -0.1
H -10.9832 2.7205 -2.9560 0.1 -0.1 0.0
H -11.6220 1.0467 -2.9469 0.1 0.0 0.0
H -10.4620 1.5554 -4.2004 0.1 0.0 0.2
C -0.6880 -1.3560 8.3854 -0.1 0.0 0.0
S 0.7295 -2.1152 9.2149 -0.3 -0.6 0.3
O 0.3363 -3.5138 9.5893 0.2 0.9 -0.2
C 0.6392 -1.1050 10.7116 0.0 0.0 0.1
H -0.8435 -1.8636 7.4307 0.1 0.0 0.1
H -1.5839 -1.4626 9.0018 0.1 0.0 0.0
H -0.4817 -0.2987 8.2022 0.0 0.0 0.0
H -0.3367 -1.2270 11.1880 0.1 -0.1 -0.1
H 0.8041 -0.0554 10.4561 0.0 -0.1 0.0
H 1.4210 -1.4353 11.4001 -0.1 0.0 -0.2
```
Positions in Å, forces in eV/Å.